A cluster of 11 separate species, C22H66O13 in total in a non-equilibrium geometry. Source: the Open Molecules 2025 dataset; level of theory: wB97M-V/def2-TZVPD.

Summary:
ΔE to the lowest compared entry with this formula, charge and spin = 327.6 kJ/mol
total charge = 0
Kohn-Sham gap = 10.4 eV
LUMO energy = 0.30 eV
HOMO energy = -10.05 eV
SMILES string = OCCO.OCCO.CCO.CCO.CCO.CCO.CCO.CCO.CCO.CCO.CCO

Last column: Mulliken charge in e.
Element x y z (Å)
1 O -15.25 12.39 19.62  -0.507
2 C -14.97 11.11 19.06  -0.346
3 C -16.06 10.48 18.17  -0.419
4 O -16.18 11.22 16.92  -0.510
5 H -15.43 13.04 18.94  0.299
6 H -14.10 11.13 18.41  0.248
7 H -14.70 10.38 19.83  0.350
8 H -16.98 10.43 18.76  0.248
9 H -15.83 9.43 18.01  0.337
10 H -16.61 12.06 17.09  0.300
11 O -17.26 -3.06 28.56  -0.519
12 C -18.53 -2.48 28.70  -0.255
13 C -18.68 -1.45 27.58  -0.479
14 O -18.85 -2.02 26.30  -0.516
15 H -16.80 -3.16 29.40  0.299
16 H -19.34 -3.20 28.66  0.230
17 H -18.57 -1.95 29.66  0.307
18 H -17.80 -0.81 27.62  0.279
19 H -19.53 -0.78 27.66  0.333
20 H -18.05 -2.54 26.17  0.320
21 C -24.51 8.45 28.24  -0.949
22 C -24.55 9.08 26.88  -0.238
23 O -24.40 8.07 25.87  -0.515
24 H -25.39 7.82 28.41  0.320
25 H -24.68 9.18 29.03  0.319
26 H -23.58 7.93 28.46  0.255
27 H -23.74 9.77 26.64  0.262
28 H -25.43 9.69 26.72  0.251
29 H -25.13 7.45 25.92  0.296
30 C -20.77 -2.37 17.81  -0.986
31 C -20.39 -3.62 17.00  -0.256
32 O -21.31 -4.66 17.27  -0.489
33 H -20.69 -2.68 18.85  0.302
34 H -21.77 -1.99 17.64  0.271
35 H -20.15 -1.50 17.56  0.314
36 H -19.34 -3.82 17.23  0.224
37 H -20.34 -3.31 15.95  0.310
38 H -21.22 -4.77 18.21  0.311
39 C -17.83 4.15 21.86  -1.022
40 C -18.83 4.68 22.85  -0.125
41 O -19.86 5.27 22.18  -0.517
42 H -18.36 3.58 21.10  0.275
43 H -17.10 3.44 22.24  0.334
44 H -17.35 4.99 21.36  0.263
45 H -18.42 5.50 23.43  0.235
46 H -19.34 3.92 23.44  0.253
47 H -20.36 5.75 22.85  0.304
48 C -23.60 12.16 19.58  -0.907
49 C -24.44 13.17 20.42  -0.220
50 O -25.15 14.07 19.58  -0.521
51 H -22.78 12.81 19.28  0.233
52 H -24.13 11.91 18.66  0.280
53 H -23.13 11.32 20.10  0.315
54 H -23.84 13.75 21.12  0.222
55 H -25.21 12.62 20.97  0.289
56 H -26.10 13.91 19.65  0.310
57 C -11.42 0.19 27.39  -1.042
58 C -11.56 1.00 26.11  -0.158
59 O -11.84 2.40 26.39  -0.525
60 H -12.34 0.18 27.97  0.270
61 H -10.68 0.61 28.08  0.294
62 H -11.18 -0.85 27.17  0.335
63 H -12.39 0.54 25.56  0.232
64 H -10.73 1.02 25.41  0.292
65 H -11.81 2.80 25.52  0.301
66 C -13.85 -5.13 20.06  -0.999
67 C -13.97 -3.92 20.98  -0.239
68 O -14.43 -4.30 22.20  -0.514
69 H -13.66 -4.80 19.04  0.315
70 H -14.84 -5.58 20.06  0.271
71 H -13.01 -5.79 20.28  0.342
72 H -14.66 -3.14 20.65  0.275
73 H -12.99 -3.44 21.07  0.248
74 H -13.87 -4.95 22.62  0.301
75 C -25.48 4.09 17.95  -0.913
76 C -25.02 5.49 17.54  -0.279
77 O -23.59 5.48 17.61  -0.513
78 H -26.55 3.99 17.82  0.319
79 H -25.21 3.93 19.00  0.298
80 H -24.97 3.38 17.31  0.249
81 H -25.48 6.26 18.16  0.239
82 H -25.43 5.66 16.54  0.296
83 H -23.29 5.48 18.53  0.305
84 C -8.22 6.72 22.19  -1.019
85 C -8.64 5.44 21.48  -0.191
86 O -10.03 5.35 21.48  -0.526
87 H -8.67 7.62 21.78  0.293
88 H -7.13 6.83 22.19  0.336
89 H -8.52 6.60 23.23  0.259
90 H -8.11 4.61 21.95  0.232
91 H -8.37 5.32 20.43  0.302
92 H -10.29 4.70 20.82  0.312
93 C -16.77 7.92 28.88  -0.988
94 C -17.37 9.22 28.25  -0.183
95 O -16.44 9.79 27.36  -0.522
96 H -15.99 8.15 29.61  0.276
97 H -16.45 7.25 28.08  0.276
98 H -17.55 7.39 29.42  0.329
99 H -17.71 9.97 28.96  0.272
100 H -18.21 8.88 27.64  0.239
101 H -16.91 10.30 26.70  0.303